# 1
This record from OMol25 describes a molecular structure, C10H13N3O5Sn at a distorted geometry. The level of theory is wB97M-V/def2-TZVPD.

* net charge: +2
* E: -31099.2924 eV
* LUMO level: -9.11 eV
* HOMO energy: -16.094 eV

Last column: Mulliken charge in e.
Positions of all 32 atoms, in Å:
O (-0.17, 4.61, -2.61)  -0.16
C (-0.01, 3.49, -2.79)  0.16
Sn (0.23, -0.88, -2.11)  0.90
O (-0.03, 0.06, -6.31)  -0.15
C (0.12, -0.07, -5.18)  0.12
C (0.10, -3.02, -2.36)  0.31
O (-0.20, -4.16, -2.47)  -0.08
C (-2.14, -0.11, -3.01)  0.20
O (-3.30, -0.02, -3.01)  -0.13
C (2.71, 0.07, -2.87)  0.19
O (3.86, 0.05, -2.78)  -0.13
C (-2.57, 0.23, 1.41)  -1.04
N (-1.19, 0.14, 1.90)  0.01
C (-1.02, 0.10, 3.38)  -1.15
C (-0.18, 0.00, 1.01)  0.87
N (-0.50, 0.04, -0.32)  -0.51
N (1.12, -0.17, 1.34)  0.10
C (1.74, -0.22, 2.68)  -0.94
C (2.07, -0.21, 0.24)  -1.12
H (-3.17, 0.16, 2.32)  0.31
H (-2.86, -0.63, 0.76)  0.36
H (-2.78, 1.23, 0.96)  0.38
H (-0.67, -0.90, 3.71)  0.40
H (-0.42, 0.97, 3.71)  0.44
H (-2.01, 0.24, 3.82)  0.37
H (-1.46, 0.41, -0.36)  0.22
H (2.31, -1.16, 2.80)  0.35
H (2.40, 0.66, 2.86)  0.37
H (0.97, -0.21, 3.45)  0.27
H (1.88, -1.07, -0.41)  0.28
H (2.06, 0.71, -0.35)  0.42
H (3.08, -0.35, 0.61)  0.41

# 2
This record from OMol25 describes a molecular structure, C10H13N4OOsSTe at a distorted geometry. The level of theory is wB97M-V/def2-TZVPD.

* net charge: +3
* multiplicity: 5
* E: -39153.6966 eV
* LUMO level (alpha / beta): -10.49 / -13.08 eV
* HOMO energy (alpha / beta): -18.489 / -18.900 eV
* energy relative to the best compared isomer or geometry (same formula, charge and spin): 0.00 kcal per mole

Last column: Mulliken charge in e.
Positions of all 31 atoms, in Å:
Os (-0.55, 0.70, 0.61)  0.90
N (1.67, 0.66, 0.44)  -0.65
N (2.34, 0.25, 1.61)  -0.20
C (1.66, -0.33, 2.60)  0.87
N (2.30, -0.79, 3.65)  -0.35
S (-0.08, -0.44, 2.55)  -0.27
H (1.90, 0.01, -0.31)  0.36
H (2.02, 1.58, 0.17)  0.39
H (3.35, 0.36, 1.64)  0.25
H (3.30, -0.75, 3.75)  0.24
H (1.78, -1.20, 4.41)  0.23
O (-0.69, 4.22, -1.77)  -0.26
C (-0.70, 3.22, -1.21)  0.74
N (-0.74, 2.14, -0.62)  -0.67
C (-4.06, 1.01, -0.93)  -0.92
Te (-2.67, -0.55, -0.42)  0.22
C (-4.13, -1.06, 1.07)  -0.91
C (-5.44, -0.51, 0.57)  0.70
C (-6.64, -0.98, 1.06)  -0.82
C (-7.81, -0.44, 0.55)  -0.42
C (-7.77, 0.60, -0.46)  -0.43
C (-6.57, 1.06, -0.96)  -0.83
C (-5.40, 0.53, -0.46)  0.68
H (-4.04, 1.18, -2.01)  0.64
H (-3.76, 1.92, -0.43)  0.48
H (-3.85, -0.61, 2.02)  0.46
H (-4.16, -2.14, 1.19)  0.62
H (-6.67, -1.75, 1.81)  0.51
H (-8.77, -0.81, 0.90)  0.45
H (-8.71, 1.01, -0.83)  0.46
H (-6.55, 1.83, -1.72)  0.51

# 3
This record from OMol25 describes a single C10H13NO molecule at a distorted geometry. The level of theory is wB97M-V/def2-TZVPD.

* net charge: 0
* E: -14112.6349 eV
* LUMO level: 0.81 eV
* HOMO energy: -8.370 eV
* energy relative to the best compared isomer or geometry (same formula, charge and spin): 133.74 kcal per mole

Last column: Mulliken charge in e.
Positions of all 25 atoms, in Å:
C (-3.46, -0.93, 0.06)  -0.83
O (-2.15, -1.17, -0.05)  -0.41
C (-1.21, -0.17, -0.12)  0.74
C (-1.84, 1.22, 0.02)  -0.56
C (-0.97, 2.34, 0.12)  -0.83
C (0.34, 2.24, -0.02)  -0.79
C (1.02, 0.97, -0.16)  0.17
C (0.18, -0.19, -0.23)  0.86
C (0.71, -1.72, -0.03)  -0.79
C (2.38, -1.58, -0.10)  -0.50
N (2.98, -0.39, 0.38)  -0.44
C (2.53, 0.96, -0.23)  -0.83
H (-3.57, -0.25, 1.08)  0.38
H (-3.98, -0.43, -0.83)  0.27
H (-3.72, -1.95, 0.17)  0.29
H (-2.88, 1.21, -0.29)  0.38
H (-1.49, 3.31, 0.20)  0.30
H (1.04, 3.03, 0.13)  0.41
H (0.02, -2.24, 0.76)  0.31
H (0.12, -2.04, -0.90)  0.34
H (2.53, -2.42, 0.89)  0.25
H (2.79, -2.02, -1.27)  0.24
H (2.52, -0.31, 1.45)  0.33
H (3.19, 1.62, 0.25)  0.39
H (2.93, 0.89, -1.28)  0.32

# 4
This record from OMol25 describes 2 unconnected molecules or ions with the total composition C10H13NO2 at a distorted geometry. The level of theory is wB97M-V/def2-TZVPD.

* net charge: 0
* E: -16160.7326 eV
* LUMO level (alpha / beta): 0.55 / 0.35 eV
* HOMO energy (alpha / beta): -7.866 / -7.214 eV
* energy relative to the best compared isomer or geometry (same formula, charge and spin): 137.60 kcal per mole

Last column: Mulliken charge in e.
Positions of all 26 atoms, in Å:
C (-4.71, 0.39, -0.52)  -0.62
C (-4.01, -0.62, -1.21)  -0.37
C (-3.84, 0.87, 0.45)  -0.33
C (-2.77, -0.69, -0.71)  -0.25
C (0.76, -1.28, 0.45)  -0.04
C (-1.69, 0.38, 1.23)  0.37
C (0.60, 0.45, -1.77)  -0.61
C (2.52, 0.53, 1.01)  -1.35
C (1.84, -0.40, -1.38)  -0.97
C (2.02, -0.61, 0.13)  0.69
N (-2.65, 0.20, 0.33)  0.24
O (0.26, -2.28, 0.14)  -0.36
O (-1.61, 0.71, 2.36)  -0.43
H (-5.77, 0.52, -0.58)  0.40
H (-4.41, -1.27, -2.03)  0.35
H (-4.16, 1.77, 1.02)  0.31
H (-1.98, -1.38, -1.06)  0.33
H (0.69, 1.36, -1.23)  0.27
H (0.69, 0.59, -2.86)  0.38
H (-0.32, -0.20, -1.57)  -0.09
H (1.82, 1.41, 1.13)  0.24
H (2.93, 0.23, 1.94)  0.45
H (3.38, 1.09, 0.45)  0.30
H (2.67, -0.08, -2.01)  0.45
H (1.52, -1.38, -1.71)  0.37
H (2.86, -1.31, 0.32)  0.27

# 5
This record from OMol25 describes 2 unconnected molecules or ions with the total composition C10H13NO3 at a distorted geometry. The level of theory is wB97M-V/def2-TZVPD.

* net charge: 0
* E: -18208.3035 eV
* LUMO level (alpha / beta): 0.05 / 0.05 eV
* HOMO energy (alpha / beta): -8.583 / -8.582 eV
* energy relative to the best compared isomer or geometry (same formula, charge and spin): 132.53 kcal per mole

Last column: Mulliken charge in e.
Positions of all 27 atoms, in Å:
C (-3.34, 0.26, -0.33)  -0.25
C (-2.86, 0.18, 0.99)  -0.90
C (-2.52, 0.06, -1.46)  -0.92
C (-1.49, -0.14, 1.18)  -0.50
C (-1.16, -0.23, -1.19)  0.58
C (-0.57, -0.27, 0.11)  0.33
C (1.12, 1.88, -0.47)  -1.19
C (1.35, -0.64, 1.77)  -1.25
C (1.61, 0.39, -0.56)  -0.42
C (0.83, -0.40, 0.34)  0.91
N (1.32, -2.14, -0.50)  0.99
O (1.27, -3.05, 0.26)  -0.64
O (1.34, -2.01, -1.70)  -0.60
O (2.92, 0.18, -0.16)  -0.59
H (-4.38, 0.41, -0.43)  0.40
H (-3.46, 0.59, 1.78)  0.36
H (-2.78, 0.30, -2.45)  0.43
H (-1.38, -0.23, 2.22)  0.32
H (-0.35, -0.44, -2.02)  0.08
H (1.72, 2.58, -1.12)  0.40
H (1.23, 2.39, 0.57)  0.26
H (0.06, 1.78, -0.74)  0.33
H (1.33, -1.66, 1.99)  0.38
H (2.43, -0.34, 1.78)  0.35
H (0.69, -0.13, 2.44)  0.33
H (1.48, 0.08, -1.60)  0.43
H (3.60, 0.59, -0.69)  0.39

# 6
This record from OMol25 describes 2 unconnected molecules or ions with the total composition C10H13O2 at a distorted geometry. The level of theory is wB97M-V/def2-TZVPD.

* net charge: -1
* E: -14676.8261 eV
* LUMO level: 3.41 eV
* HOMO energy: -3.746 eV
* energy relative to the best compared isomer or geometry (same formula, charge and spin): 17.99 kcal per mole

Last column: Mulliken charge in e.
Positions of all 25 atoms, in Å:
C (-1.94, -0.73, 1.01)  0.47
C (-2.93, -1.86, 0.79)  -1.17
C (-1.21, -0.88, 2.38)  0.38
O (-1.70, -1.65, 3.24)  -0.75
O (-0.16, -0.19, 2.51)  -0.72
H (-1.09, -0.68, 0.34)  -0.36
H (-2.43, 0.25, 1.04)  0.24
H (-2.38, -2.80, 0.60)  0.28
H (-3.68, -1.67, 0.02)  0.35
H (-3.42, -2.16, 1.72)  0.30
C (2.91, 1.48, 0.60)  -1.57
C (-0.12, 1.52, -1.73)  -0.36
C (0.00, 0.25, -2.39)  -0.43
C (0.87, 1.84, -0.85)  -0.37
C (1.92, 1.01, -0.43)  0.93
C (0.99, -0.58, -1.98)  -0.44
C (2.02, -0.20, -1.07)  -0.32
H (-0.99, 2.16, -1.70)  0.35
H (-0.83, -0.06, -3.01)  0.34
H (0.75, 2.79, -0.33)  0.19
H (1.25, -1.49, -2.53)  0.31
H (3.09, 0.71, 1.35)  0.33
H (2.51, 2.32, 1.16)  0.36
H (2.69, -1.03, -0.88)  0.30
H (3.88, 1.66, 0.13)  0.37

# 7
This record from OMol25 describes 2 unconnected molecules or ions with the total composition C10H13O2 at a distorted geometry. The level of theory is wB97M-V/def2-TZVPD.

* net charge: -1
* E: -14676.3734 eV
* LUMO level: 2.99 eV
* HOMO energy: -3.573 eV
* energy relative to the best compared isomer or geometry (same formula, charge and spin): 28.42 kcal per mole

Last column: Mulliken charge in e.
Positions of all 25 atoms, in Å:
C (-0.87, -2.49, -0.86)  -0.35
C (-1.29, -1.96, 0.50)  -0.66
C (-2.17, -3.30, -1.57)  0.55
O (-3.12, -3.48, -0.78)  -0.69
O (-1.99, -3.42, -2.78)  -0.71
H (-0.44, -1.72, -1.49)  0.09
H (-0.14, -3.29, -0.65)  0.14
H (-0.83, -0.94, 0.71)  0.00
H (-1.01, -2.40, 1.44)  0.35
H (-2.32, -1.59, 0.48)  0.31
C (-0.17, 2.37, -1.42)  -1.40
C (1.25, 0.68, -0.32)  -0.41
C (0.49, 1.83, -0.16)  0.82
C (2.11, 0.32, 0.74)  -0.50
C (2.17, 1.06, 1.91)  -0.44
C (0.47, 2.49, 1.06)  -0.41
C (1.34, 2.16, 2.06)  -0.39
H (1.01, 0.10, -1.21)  0.36
H (2.66, -0.62, 0.72)  0.34
H (0.54, 2.51, -2.23)  0.31
H (-0.76, 3.28, -1.34)  0.38
H (2.86, 0.89, 2.73)  0.36
H (-0.29, 3.24, 1.23)  0.28
H (1.31, 2.75, 2.97)  0.34
H (-0.83, 1.54, -1.74)  0.32

# 8
This record from OMol25 describes a gas-phase ion, C10H13O2S (charge +1) at a distorted geometry. The level of theory is wB97M-V/def2-TZVPD.

* net charge: +1
* E: -25500.2491 eV
* LUMO level: -4.27 eV
* HOMO energy: -12.899 eV
* energy relative to the best compared isomer or geometry (same formula, charge and spin): 36.79 kcal per mole

Last column: Mulliken charge in e.
Positions of all 26 atoms, in Å:
C (2.42, -2.81, 0.73)  -0.40
C (3.06, -1.55, 0.53)  -0.33
C (1.18, -2.88, 1.01)  -0.63
C (2.37, -0.38, 0.70)  -0.45
C (0.43, -1.72, 1.24)  -0.05
C (0.97, -0.50, 0.96)  0.36
C (-1.98, 2.43, -0.89)  0.60
C (-3.49, 1.88, -1.35)  -0.93
C (0.21, 0.67, -1.74)  -1.00
C (0.20, 0.76, 1.20)  -0.93
O (-1.31, 3.41, -0.85)  -0.36
O (-1.83, -0.44, -0.33)  -0.59
S (-0.98, 0.73, -0.34)  0.77
H (2.99, -3.75, 0.56)  0.35
H (4.15, -1.41, 0.40)  0.37
H (0.55, -3.73, 1.21)  0.41
H (2.81, 0.58, 0.89)  0.41
H (-0.64, -1.90, 1.07)  0.26
H (-4.14, 2.59, -2.08)  0.33
H (-3.97, 1.73, -0.39)  0.35
H (-3.46, 1.07, -1.99)  0.37
H (0.95, -0.18, -1.51)  0.28
H (0.73, 1.60, -1.74)  0.45
H (-0.38, 0.49, -2.59)  0.47
H (0.70, 1.71, 1.21)  0.46
H (-0.44, 0.92, 2.18)  0.42

# 9
This record from OMol25 describes a molecular structure, C10H14BBrIrN6 at a distorted geometry. The level of theory is wB97M-V/def2-TZVPD.

* net charge: +2
* multiplicity: 6
* E: -93075.5977 eV
* LUMO level (alpha / beta): -6.24 / -11.36 eV
* HOMO energy (alpha / beta): -16.025 / -16.181 eV

Last column: Mulliken charge in e.
Positions of all 33 atoms, in Å:
H (3.50, -0.63, 0.90)  0.40
N (1.39, -0.65, 0.97)  -0.68
B (-1.05, -1.09, 1.50)  0.10
N (0.46, -1.33, 1.75)  0.21
C (1.11, -2.22, 2.52)  -0.05
Ir (0.91, 0.58, -0.54)  1.79
H (0.55, -2.90, 3.15)  0.49
C (2.48, -2.07, 2.32)  -1.00
H (3.28, -2.62, 2.80)  0.44
C (2.62, -1.07, 1.35)  0.16
H (-1.78, -1.69, 2.24)  0.02
C (1.40, 2.54, -3.75)  -0.84
H (2.19, 3.07, -4.31)  0.33
H (0.92, 3.27, -3.10)  0.29
H (0.69, 2.17, -4.49)  0.28
N (-1.20, -1.43, 0.00)  0.16
N (-1.24, 0.44, 1.52)  0.15
N (-0.40, -0.78, -0.94)  -0.42
N (-0.40, 1.25, 0.75)  -0.76
C (-1.99, -2.30, -0.65)  0.00
C (-2.19, 1.23, 2.07)  -0.02
H (-2.69, -2.90, -0.08)  0.50
H (-2.99, 0.78, 2.65)  0.49
C (-1.72, -2.23, -2.01)  -1.03
C (-1.91, 2.55, 1.76)  -0.97
C (-0.71, -1.28, -2.18)  0.04
C (-0.78, 2.55, 0.95)  0.15
H (-2.19, -2.80, -2.78)  0.44
H (-2.47, 3.42, 2.07)  0.44
H (-0.20, -0.91, -3.05)  0.48
H (-0.21, 3.35, 0.50)  0.45
H (1.81, 1.72, -3.13)  -0.04
Br (2.81, 2.00, -0.76)  0.00